*P*
# C6H7NO

A single C6H7NO molecule (the ωB97M-V functional and the def2-TZVPD basis, the OMol25 dataset).

Structure (XYZ):
```
15
Properties=species:S:1:pos:R:3:lowdin_charge:R:1
C 0.77 1.04 0.44 0.00
C -0.56 0.88 0.34 -0.07
C 1.57 -0.17 -0.06 -0.40
C -1.09 -0.28 -0.26 -0.27
C 2.86 0.02 -0.33 0.06
C -2.50 -0.60 -0.15 -0.06
N 1.04 -1.31 -0.35 0.09
O -0.27 -1.43 -0.41 0.00
H 1.31 1.78 1.01 0.10
H -1.29 1.64 0.68 0.13
H 3.60 -0.75 -0.30 0.06
H 3.20 1.04 -0.38 0.06
H -2.80 -1.48 -0.75 0.10
H -3.05 0.33 -0.40 0.09
H -2.80 -0.72 0.91 0.10
```

Calculated values
lowest unoccupied orbital energy (spin up / spin down) = -0.0060 / -0.0113 Ha
net charge = 0



*Q*
# C6H7NO

A single C6H7NO molecule (the ωB97M-V functional and the def2-TZVPD basis, the OMol25 dataset).

Structure (XYZ):
```
15
Properties=species:S:1:pos:R:3:lowdin_charge:R:1
C 0.57 -0.20 1.93 -0.26
C -0.94 -0.82 -0.09 -0.17
C 0.40 -0.86 -0.92 -0.15
C 0.67 0.58 -1.28 -0.06
C -0.13 1.43 -0.56 -0.04
C -1.11 0.59 0.19 -0.25
H 0.53 0.67 2.58 0.13
H -1.61 -1.71 -0.24 0.15
H 0.40 -1.39 -1.98 0.14
H 1.22 -1.45 -0.37 0.12
H 1.45 0.82 -1.96 0.09
H -0.11 2.49 -0.51 0.09
H -2.10 1.13 0.22 0.15
N -0.73 -0.32 1.32 0.04
O 1.49 -0.96 1.67 0.03
```

Calculated values
lowest unoccupied orbital energy = 0.0366 Ha
net charge = 0



Stability verdict: *Q*, ahead by 220.6 kJ/mol



*P*
# C6H7NO

A single C6H7NO molecule (the ωB97M-V functional and the def2-TZVPD basis, the OMol25 dataset).

Structure (XYZ):
```
15
Properties=species:S:1:pos:R:3:lowdin_charge:R:1
C -1.27 0.83 1.62 -0.05
C -0.26 -1.21 0.47 -0.42
C -0.57 0.19 0.47 -0.27
N -0.03 0.94 -1.80 0.14
C 0.24 0.86 -0.46 -0.15
C 1.15 -1.33 -0.22 -0.06
C 2.11 -1.88 -0.70 0.12
O -0.95 -2.18 0.69 0.08
H 0.65 1.43 -2.37 0.11
H -0.45 0.12 -2.22 0.12
H 0.83 1.71 -0.13 0.13
H -2.05 0.17 2.00 0.09
H -0.57 1.04 2.44 0.08
H -1.74 1.77 1.33 0.07
H 2.91 -2.46 -1.11 0.03
```

Calculated values
lowest unoccupied orbital energy (spin up / spin down) = -0.0177 / -0.0178 Ha
net charge = 0



*Q*
# C6H7NO

A molecular structure, C6H7NO (the ωB97M-V functional and the def2-TZVPD basis, the OMol25 dataset).

Structure (XYZ):
```
15
Properties=species:S:1:pos:R:3:lowdin_charge:R:1
C -0.03 1.73 -0.42 -0.07
C 0.22 0.85 0.74 -0.31
C -0.63 -0.43 0.96 -0.22
C -1.62 -0.65 -0.07 -0.05
C -2.81 -0.45 -0.78 0.16
C 1.46 -0.86 -0.22 -0.37
H -0.51 2.80 0.05 0.13
H -1.22 1.19 -0.82 0.13
H 0.93 1.88 -1.14 0.12
H 0.03 1.28 1.76 0.15
H -1.05 -0.61 1.94 0.14
H -3.72 -0.53 -1.31 0.00
H 1.29 -1.97 -0.52 0.17
N 0.80 -0.41 0.76 0.02
O 2.39 -0.29 -0.82 0.02
```

Calculated values
lowest unoccupied orbital energy = 0.0185 Ha
net charge = 0



*R*
# C6H7NO

A single C6H7NO molecule (the ωB97M-V functional and the def2-TZVPD basis, the OMol25 dataset).

Structure (XYZ):
```
15
Properties=species:S:1:pos:R:3:lowdin_charge:R:1
C -0.21 0.81 0.42 -0.35
C -1.71 0.45 0.44 -0.21
C -1.98 -0.80 -0.11 -0.20
C -0.55 -1.46 -0.31 0.02
C 0.40 -0.65 0.10 -0.14
C 1.98 -0.60 -0.10 -0.08
H 0.78 2.39 -0.27 0.24
H 0.17 1.10 1.38 0.12
H -1.47 0.10 1.49 0.14
H -2.37 1.44 0.41 0.18
H -2.83 -1.29 0.33 0.12
H -2.25 -0.69 -1.12 0.11
H -0.50 -2.42 -0.64 0.08
N 3.12 -0.15 0.20 0.09
O -0.12 1.74 -0.70 -0.11
```

Calculated values
lowest unoccupied orbital energy = 0.0128 Ha
net charge = 0



Stability verdict: *P*, ahead by 32.1 kJ/mol



*P*
# C6H7NO

A single C6H7NO molecule (the ωB97M-V functional and the def2-TZVPD basis, the OMol25 dataset).

Structure (XYZ):
```
15
Properties=species:S:1:pos:R:3:lowdin_charge:R:1
C 0.39 1.14 -2.10 -0.15
C 0.11 1.93 0.00 -0.18
C 1.03 -0.75 -0.68 -0.05
C -0.03 1.91 1.33 0.00
C 0.61 -1.61 0.23 -0.18
C -0.82 -1.92 0.59 -0.11
N 0.19 2.09 -1.18 0.13
O 0.61 -0.14 -1.78 0.03
H 0.56 1.35 -3.03 0.07
H -1.07 1.59 1.70 0.08
H 0.75 2.17 1.99 0.03
H 1.27 -1.97 0.93 0.06
H -1.55 -1.56 -0.27 0.11
H -1.10 -1.25 1.46 0.08
H -0.95 -3.00 0.82 0.07
```

Calculated values
lowest unoccupied orbital energy (spin up / spin down) = 0.0037 / -0.0057 Ha
net charge = 0



*Q*
# C6H7NO

A single C6H7NO molecule (the ωB97M-V functional and the def2-TZVPD basis, the OMol25 dataset).

Structure (XYZ):
```
15
Properties=species:S:1:pos:R:3:lowdin_charge:R:1
C -1.07 -0.13 1.65 -0.03
C -1.02 0.51 0.27 -0.26
C -0.10 0.21 -0.65 -0.04
C 0.88 -0.74 -0.49 -0.34
C 2.17 -0.49 -1.14 -0.09
C -2.02 1.48 -0.12 -0.17
H -2.09 -0.51 1.61 0.09
H -0.36 -0.93 1.91 0.07
H -1.00 0.68 2.41 0.10
H -0.04 0.79 -1.55 0.13
H 0.93 -1.29 0.45 0.14
H 2.21 0.53 -1.57 0.12
H 3.14 -0.97 -0.92 0.13
N -2.88 2.30 -0.17 0.15
O 1.24 -1.44 -1.67 -0.01
```

Calculated values
lowest unoccupied orbital energy = 0.0146 Ha
net charge = 0



Stability verdict: *Q*, ahead by 371.2 kJ/mol



*P*
# C6H6N

A gas-phase ion, C6H6N (charge +1) (the ωB97M-V functional and the def2-TZVPD basis, the OMol25 dataset).

Structure (XYZ):
```
13
Properties=species:S:1:pos:R:3:lowdin_charge:R:1
C 0.26 -0.27 0.94 -0.20
C 1.42 0.27 1.66 -0.04
C -1.39 0.08 -2.16 -0.01
C 0.27 -0.52 2.26 0.16
C -0.03 0.34 -1.51 0.07
C -1.10 -1.02 -1.16 0.18
N -0.37 -0.24 -0.25 0.02
H 1.53 1.24 1.92 0.06
H 2.40 -0.27 1.72 0.13
H -2.06 0.73 -1.50 0.17
H -1.57 -0.02 -3.20 0.11
H -0.33 -0.88 3.23 0.18
H 0.96 0.55 -1.94 0.17
```

Calculated values
lowest unoccupied orbital energy (spin up / spin down) = -0.2365 / -0.2365 Ha
net charge = +1



*Q*
# C6H6N

A gas-phase ion, C6H6N (charge +1) (the ωB97M-V functional and the def2-TZVPD basis, the OMol25 dataset).

Structure (XYZ):
```
13
Properties=species:S:1:pos:R:3:lowdin_charge:R:1
C -2.90 0.26 0.60 0.05
C -2.93 0.11 -0.78 0.19
C 1.52 1.00 -0.18 0.01
C 2.06 -0.39 -0.35 0.01
C -0.47 -0.63 0.07 0.03
C -1.77 -0.18 0.04 -0.20
N 0.69 -0.16 0.02 -0.03
H -3.45 0.25 1.50 0.12
H 1.69 1.41 0.76 0.11
H 1.13 1.77 -0.89 0.16
H 2.27 -0.86 -1.27 0.11
H 2.84 -0.73 0.45 0.18
H -0.68 -1.86 0.05 0.25
```

Calculated values
lowest unoccupied orbital energy = -0.1812 Ha
net charge = +1



*R*
# C6H6N

A gas-phase ion, C6H6N (charge +1) (the ωB97M-V functional and the def2-TZVPD basis, the OMol25 dataset).

Structure (XYZ):
```
13
Properties=species:S:1:pos:R:3:lowdin_charge:R:1
C -2.53 0.13 0.04 -0.12
C -1.50 1.18 0.02 -0.02
C -2.44 -1.15 0.12 0.34
C -0.34 0.53 -0.05 -0.10
C 0.89 -0.19 -0.02 -0.25
C 2.25 -0.21 0.11 -0.02
N -0.15 -0.90 -0.02 0.27
H -3.65 0.52 -0.06 0.22
H -1.79 2.25 0.04 0.14
H -2.75 -2.10 -0.08 0.07
H 2.60 -1.09 0.77 0.14
H 2.80 -0.33 -0.97 0.18
H 2.81 0.72 0.54 0.14
```

Calculated values
lowest unoccupied orbital energy = -0.2252 Ha
net charge = +1



*S*
# C6H6N

A gas-phase ion, C6H6N (charge +1) (the ωB97M-V functional and the def2-TZVPD basis, the OMol25 dataset).

Structure (XYZ):
```
13
Properties=species:S:1:pos:R:3:lowdin_charge:R:1
C -1.64 -1.07 0.00 0.14
C -0.40 -1.33 0.00 0.08
C -2.29 0.12 0.00 0.04
C -1.27 1.11 0.00 0.01
C 0.08 0.82 0.01 0.02
C 1.98 -0.76 0.00 0.03
N 0.58 -0.46 0.01 -0.09
H -3.34 0.33 -0.01 0.13
H -1.58 2.15 0.00 0.13
H 0.82 1.61 0.02 0.15
H 2.34 -0.85 -1.03 0.12
H 2.16 -1.71 0.50 0.12
H 2.55 0.03 0.50 0.11
```

Calculated values
lowest unoccupied orbital energy (spin up / spin down) = -0.2183 / -0.2183 Ha
net charge = +1



Stability verdict: *S*, ahead by 270.7 kJ/mol



*P*
# C2H3ClN2O

A single C2H3ClN2O molecule (the ωB97M-V functional and the def2-TZVPD basis, the OMol25 dataset).

Structure (XYZ):
```
9
Properties=species:S:1:pos:R:3:lowdin_charge:R:1
C 1.91 -0.84 -1.07 -1.02
C -0.08 0.09 -0.16 -0.04
N 3.09 -0.66 -0.18 0.13
N 3.29 -0.46 -1.38 0.12
O 1.02 0.14 -1.11 -0.13
Cl 1.51 -2.50 -1.44 0.67
H -0.57 1.02 -0.21 0.06
H 0.45 -0.02 0.81 0.11
H -0.96 -0.51 -0.48 0.10
```

Calculated values
lowest unoccupied orbital energy = 0.0128 Ha
net charge = 0



*Q*
# C2H3ClN2O

A single C2H3ClN2O molecule (the ωB97M-V functional and the def2-TZVPD basis, the OMol25 dataset).

Structure (XYZ):
```
9
Properties=species:S:1:pos:R:3:lowdin_charge:R:1
C -0.86 -0.94 0.44 0.17
C -1.30 0.19 0.05 -0.18
N 0.71 0.36 -1.03 -0.21
N 1.13 -0.67 -0.31 -0.37
O -0.41 1.08 -0.57 -0.12
Cl 2.22 -0.10 1.08 0.36
H -0.93 -1.86 0.94 0.06
H -2.13 0.81 0.35 0.13
H 1.55 1.13 -0.94 0.16
```

Calculated values
lowest unoccupied orbital energy = -0.0205 Ha
net charge = 0



Stability verdict: *P*, ahead by 390.9 kJ/mol



*P*
# C4H6N2

A single C4H6N2 molecule (the ωB97M-V functional and the def2-TZVPD basis, the OMol25 dataset).

Structure (XYZ):
```
12
Properties=species:S:1:pos:R:3:lowdin_charge:R:1
N -1.03 -1.97 -1.44 0.15
C -1.17 -1.15 -0.64 -0.22
C -1.27 -0.05 0.35 -0.19
N -0.07 0.74 0.52 -0.12
C 0.89 0.82 -0.57 -0.14
C 1.20 0.04 0.66 -0.14
H -2.09 0.61 0.03 0.12
H -1.55 -0.48 1.32 0.13
H 1.34 1.80 -0.72 0.10
H 0.69 0.24 -1.47 0.10
H 1.20 -1.05 0.56 0.11
H 1.87 0.44 1.42 0.10
```

Calculated values
lowest unoccupied orbital energy = 0.0368 Ha
net charge = 0



*Q*
# C4H6N2

A molecular structure, C4H6N2 (the ωB97M-V functional and the def2-TZVPD basis, the OMol25 dataset).

Structure (XYZ):
```
12
Properties=species:S:1:pos:R:3:lowdin_charge:R:1
N -1.40 -0.22 -0.27 -0.01
C -0.08 -0.58 -0.83 -0.22
C 0.72 0.66 -0.41 -0.22
N 1.68 -0.17 0.40 0.05
C 0.25 -0.81 0.64 -0.17
C -0.46 0.54 0.57 -0.22
H -2.17 0.17 -0.79 0.11
H 0.08 -1.27 -1.66 0.14
H 1.05 1.51 -1.00 0.13
H 2.01 0.37 1.20 0.07
H -0.91 -1.36 0.75 0.20
H -0.76 1.17 1.41 0.14
```

Calculated values
lowest unoccupied orbital energy = 0.0377 Ha
net charge = 0



*R*
# C4H6N2

4 unconnected molecules or ions with the total composition C4H6N2 (the ωB97M-V functional and the def2-TZVPD basis, the OMol25 dataset).

Structure (XYZ):
```
12
Properties=species:S:1:pos:R:3:lowdin_charge:R:1
C 1.97 -0.31 2.00 -0.21
C 0.71 0.07 1.27 -0.26
C -0.17 0.54 0.59 -0.05
C -1.32 0.68 -0.35 -0.23
H 1.46 -1.54 2.72 0.18
H 2.21 0.88 2.83 0.17
H 3.14 -0.62 0.97 0.19
H -2.20 1.24 0.13 0.12
H -0.34 -0.79 -2.87 0.06
H 0.64 -0.57 -1.42 0.10
N -1.40 0.11 -1.48 -0.05
N -0.32 -0.76 -1.87 -0.01
```

Calculated values
lowest unoccupied orbital energy = -0.0029 Ha
net charge = 0



Stability verdict: *P*, ahead by 522.6 kJ/mol